# 1
A 2-piece molecular cluster, C3H9NOS overall, computed with ωB97M-V/def2-TZVPD.

For the largest force on an atom, the calculation gives 2.30 eV Å⁻¹. The SMILES is NC=O.CCS. The calculation puts the total energy at -647.8642 a.u. The HOMO-LUMO gap is 9.47 eV. As for the relative energy (zero: lowest compared OMol25 entry of this formula, charge and spin): 88.8 kJ/mol.

Geometry as XYZ:
```
15
C3H9NOS (ωB97M-V/def2-TZVPD)
C -0.32 0.50 1.82
C 0.85 -0.06 1.03
S 2.20 1.11 0.58
H -1.24 0.62 1.24
H -0.69 -0.15 2.60
H -0.01 1.50 2.13
H 0.64 -0.46 0.04
H 1.35 -0.86 1.61
H 2.97 0.17 0.01
C -1.69 -0.86 -1.77
N -2.68 -0.57 -0.88
O -0.60 -1.37 -1.63
H -2.04 -0.49 -2.76
H -3.57 -0.25 -1.21
H -2.41 -0.29 0.05
```

***

# 2
An isolated ion of composition C3H9NOS and charge +1, computed with ωB97M-V/def2-TZVPD.

As for the charge: +1. For the largest force on an atom, the calculation gives 3.82 eV Å⁻¹. The calculation puts the total energy at -647.4753 a.u. The HOMO-LUMO gap (alpha / beta) is 9.57 / 4.61 eV. As for the relative energy (zero: lowest compared OMol25 entry of this formula, charge and spin): 227.1 kJ/mol. The spin multiplicity is 2.

Geometry as XYZ:
```
15
C3H9NOS (ωB97M-V/def2-TZVPD)
C -0.12 0.61 -1.04
O -0.49 -0.59 -1.63
C 0.62 0.27 0.25
C -0.38 -0.37 1.37
S -2.27 0.24 1.44
N 1.69 -0.65 -0.15
H -0.68 1.66 -0.96
H 0.57 1.05 -1.73
H -1.24 -0.56 -2.26
H 1.21 1.14 0.61
H -0.55 -1.34 0.90
H 0.03 -0.36 2.40
H -2.18 1.43 0.69
H 1.29 -1.63 -0.45
H 2.50 -0.89 0.55
```